Entry 1:
C45H55BCl4N2O | wB97M-V/def2-TZVPD

Structure (XYZ):
```
108
C45H55BCl4N2O wB97M-V/def2-TZVPD
Cl 1.84 0.11 6.20
Cl -6.68 1.00 8.31
Cl 2.21 2.37 8.26
Cl 1.96 -0.55 9.22
O -0.04 0.85 8.03
N 1.60 -1.07 -1.15
N 0.73 0.27 -2.69
C -1.58 3.13 -4.80
C 0.01 -0.14 -5.69
C 0.40 -0.55 -1.63
C 1.77 -1.50 0.20
C -0.10 1.23 -3.36
C 2.58 -0.80 -2.10
C -0.99 2.07 -5.45
C -2.40 -0.58 -2.93
C -1.12 -3.86 0.15
C -1.25 -0.52 -6.49
C -4.45 0.68 -2.73
C -3.19 -0.91 8.21
C -2.72 1.50 8.20
C 1.19 -1.66 2.93
C -5.00 0.68 8.28
C 0.52 -1.44 -5.09
C 1.08 0.36 -6.67
C 3.64 1.35 -0.06
C -2.26 0.16 8.13
C 2.07 0.05 -3.01
C -0.34 1.05 -4.74
C -1.28 3.86 -0.72
C -0.12 3.03 -1.31
C 2.50 -0.67 1.14
C 0.98 -2.56 0.69
C 0.61 -3.77 -1.59
C -0.87 -0.13 7.99
C -0.82 -0.66 -0.99
C 0.69 -2.61 2.06
C -4.55 -0.65 8.27
C 0.40 -3.77 -0.09
C 3.82 0.15 0.86
C 2.05 -0.68 2.45
C -4.09 1.75 8.26
C -4.26 0.77 -1.35
C -3.52 0.00 -3.52
C 0.25 2.06 -0.20
C -0.55 2.42 -2.70
C 1.08 3.95 -1.57
C -1.34 3.30 -3.45
C 4.92 -0.77 0.32
C 1.06 -5.05 0.46
C -3.09 0.28 -0.76
C -2.10 -0.32 -1.57
C 4.38 0.75 2.16
B 1.43 0.72 7.94
H -1.03 -1.36 -7.16
H 3.72 1.51 2.58
H 0.08 -3.42 2.46
H 1.09 1.41 -0.46
H 0.85 -5.19 1.53
H 0.68 -5.93 -0.08
H 3.56 -1.22 -2.06
H -5.34 1.11 -3.20
H 1.39 -0.45 -7.33
H -1.63 0.30 -7.11
H 0.11 -2.93 -2.07
H 4.57 -1.38 -0.52
H 1.96 0.72 -6.12
H 0.81 4.75 -2.27
H -1.44 4.80 -1.26
H 5.26 -1.46 1.10
H 4.57 -0.01 2.93
H -0.12 -1.82 -4.29
H -2.21 3.27 -0.72
H 0.49 -2.19 -5.89
H -2.92 0.36 0.32
H -0.51 -1.16 7.89
H 0.15 -4.69 -1.99
H -1.06 4.14 0.32
H -0.77 -0.91 0.06
H -1.54 -4.71 -0.41
H -2.20 3.84 -5.34
H 0.71 1.19 -7.29
H 4.60 1.88 -0.15
H -5.26 -1.46 8.30
H -2.01 2.32 8.20
H 0.94 -1.69 3.99
H 2.54 0.51 -3.86
H -2.05 -0.82 -5.81
H -3.69 -0.10 -4.60
H 2.14 -5.00 0.33
H -1.06 2.02 -6.53
H -0.60 1.44 0.10
H 3.34 1.09 -1.07
H -2.80 -1.93 8.21
H -4.46 2.77 8.29
H -5.02 1.25 -0.72
H 5.77 -0.17 -0.01
H 1.92 3.39 -2.02
H 1.67 -3.78 -1.86
H -1.75 -1.26 -3.49
H -1.37 -4.00 1.21
H 5.34 1.24 1.96
H 0.56 2.64 0.68
H 1.43 4.41 -0.64
H 1.56 -1.39 -4.77
H 2.91 2.06 0.36
H -1.60 -2.94 -0.20
H -1.73 4.21 -3.00
H 2.42 0.05 3.18
```

The calculation puts the total energy at -3798.175688 a.u. Its LUMO energy is -0.088 Eh. For the HOMO energy, the calculation gives -6.138 eV. The value obtained for the energy above the lowest of the compared OMol25 structures with the same formula, charge and spin is 0.0000 eV. Its gap between HOMO and LUMO is 0.13764 Ha.

=====

Entry 2:
C45H56BaN4 | wB97M-V/def2-TZVPD

Structure (XYZ):
```
106
C45H56BaN4 wB97M-V/def2-TZVPD
Ba 13.11 14.22 10.59
N 12.33 11.85 11.48
N 14.70 13.52 12.56
N 13.11 15.90 12.44
N 10.75 14.33 11.41
C 14.89 16.86 9.22
C 10.92 19.50 14.51
C 11.15 11.30 11.18
C 12.53 9.58 11.69
C 11.27 9.85 11.24
C 15.48 14.31 13.32
C 14.43 11.09 12.42
C 16.47 13.56 14.02
C 8.54 14.24 10.62
C 14.38 16.18 8.13
C 17.39 14.33 10.53
C 18.69 14.74 14.31
C 15.88 16.25 9.99
C 12.62 18.08 13.11
C 16.20 12.26 13.76
C 13.09 8.23 12.16
C 13.95 17.88 13.45
C 14.80 18.84 14.17
C 14.77 14.87 7.85
C 7.23 17.18 12.17
C 14.19 16.47 13.12
C 16.17 10.68 15.73
C 15.25 15.72 13.50
C 7.82 16.67 10.85
C 9.76 13.44 10.95
C 10.19 15.54 11.50
C 16.33 14.96 9.70
C 8.76 15.51 11.02
C 12.84 7.86 13.62
C 15.06 12.26 12.85
C 16.80 11.06 14.40
C 10.22 8.90 10.80
C 14.44 18.30 9.39
C 10.00 12.08 10.92
C 7.41 13.48 8.43
C 11.83 19.37 13.27
C 16.06 19.30 13.47
C 15.72 14.26 8.66
C 12.15 16.83 12.45
C 10.85 16.68 11.97
C 7.30 13.73 9.94
C 10.17 8.82 9.27
C 17.47 14.13 14.99
C 13.20 10.83 11.85
C 14.16 14.06 6.73
H 13.76 14.70 5.93
H 13.70 16.75 7.47
H 17.69 14.94 11.35
H 16.05 13.23 8.45
H 16.54 9.72 16.12
H 10.26 20.36 14.41
H 15.07 10.68 15.72
H 16.98 14.87 15.66
H 8.36 17.52 10.44
H 14.79 13.25 6.31
H 10.27 17.59 11.96
H 6.61 12.81 8.06
H 6.32 16.67 12.45
H 10.20 9.80 8.74
H 9.26 8.30 8.92
H 14.21 19.71 14.40
H 6.96 18.23 12.10
H 8.37 13.03 8.16
H 17.88 11.21 14.62
H 11.51 19.65 15.41
H 18.47 15.56 13.63
H 6.98 12.81 10.43
H 6.50 14.48 10.17
H 9.12 11.46 10.66
H 12.67 7.47 11.52
H 14.11 18.48 10.41
H 14.15 8.20 11.94
H 19.24 14.01 13.71
H 16.94 13.43 10.96
H 13.58 18.50 8.80
H 15.28 18.96 9.12
H 11.75 7.82 13.82
H 16.35 16.83 10.82
H 16.00 16.22 14.12
H 11.20 19.57 12.39
H 12.56 20.17 13.27
H 18.24 14.03 9.91
H 7.03 16.41 10.17
H 15.00 10.23 12.70
H 9.26 9.16 11.28
H 17.81 13.34 15.64
H 11.07 8.25 8.97
H 16.45 11.47 16.50
H 10.30 18.59 14.66
H 19.34 15.09 15.14
H 16.61 19.98 14.13
H 13.28 6.87 13.83
H 7.94 17.11 12.95
H 13.28 13.59 7.14
H 13.27 8.61 14.30
H 16.83 10.23 13.69
H 15.14 18.41 15.15
H 15.85 19.77 12.50
H 7.37 14.47 7.96
H 10.40 7.88 11.18
H 16.72 18.47 13.28
```

The calculation puts the total energy at -1992.939809 a.u. Its LUMO energy is -0.010 Eh. For the HOMO energy, the calculation gives -6.127 eV. Its gap between HOMO and LUMO is 0.21511 Ha.

=====

Number 1: M 792.572 g mol⁻¹. Number 2: M 790.299 g mol⁻¹.